A single C6H5BrF2O molecule. Source: the Open Molecules 2025 dataset; level of theory: the ωB97M-V functional and the def2-TZVPD basis.

HOMO-LUMO gap, hartree: 0.3154
LUMO, eV: 0.404
Structure (SMILES): O/C=C/C=C\C(F)=C(\F)Br
ΔE to the lowest compared entry with this formula, charge and spin, kcal/mol: 25.6

Cartesian coordinates (Å):
O -0.36 -1.70 1.84
C -0.75 -0.72 0.99
C -1.08 -0.94 -0.33
C -1.13 0.29 -1.27
C -0.20 1.24 -1.23
C 0.72 1.35 -0.09
F 0.74 2.46 0.62
C 1.60 0.40 0.34
F 2.52 0.75 1.34
Br 2.11 -1.30 -0.20
H 0.03 -2.43 1.35
H -0.98 0.19 1.58
H -1.12 -1.80 -0.87
H -1.73 0.12 -2.17
H -0.36 2.09 -1.89



A molecular structure, C6H5BrFHf. Source: the Open Molecules 2025 dataset; level of theory: the ωB97M-V functional and the def2-TZVPD basis.

HOMO-LUMO gap, hartree: 0.0682
LUMO, eV: -16.721
Net charge: +3

Cartesian coordinates (Å):
Hf 0.77 5.76 -3.51
Br 0.34 3.11 -3.12
F 2.33 0.13 0.83
C 1.17 -0.30 0.73
C 0.24 0.43 -0.20
C -1.02 0.01 -0.32
C -1.41 -1.18 0.39
C -0.48 -1.91 1.30
C 0.77 -1.48 1.48
H 0.65 1.29 -0.74
H -1.63 0.52 -1.05
H -2.39 -1.61 0.20
H -0.80 -2.78 1.86
H 1.45 -1.99 2.15



A gas-phase ion, C6H5BrNO2 (charge -1). Source: the Open Molecules 2025 dataset; level of theory: the ωB97M-V functional and the def2-TZVPD basis.

HOMO-LUMO gap, hartree: 0.2592
LUMO, eV: 3.132
Net charge: -1
Structure (SMILES): CCC1=C(Br)C(=O)C([O-])=N1
ΔE to the lowest compared entry with this formula, charge and spin, kcal/mol: 12.6

Cartesian coordinates (Å):
C -1.67 0.29 -1.50
C -0.81 1.04 -0.48
C 0.11 0.07 0.19
C 1.43 0.32 0.52
Br 2.53 1.90 -0.05
C 1.90 -0.83 1.18
O 3.02 -1.24 1.40
C 0.59 -1.63 1.50
O 0.47 -2.40 2.41
N -0.39 -1.08 0.79
H -2.33 -0.36 -1.00
H -1.02 -0.16 -2.19
H -2.43 1.00 -2.14
H -1.29 1.44 0.47
H -0.12 1.62 -1.09



2 unconnected molecules or ions with the total composition C6H5BrO. Source: the Open Molecules 2025 dataset; level of theory: the ωB97M-V functional and the def2-TZVPD basis.

HOMO-LUMO gap (spin up / spin down), hartree: 0.2162 / 0.2162
LUMO (spin up / spin down), eV: -1.502 / -1.502
ΔE to the lowest compared entry with this formula, charge and spin, kcal/mol: 123.2

Cartesian coordinates (Å):
C -1.24 1.16 1.03
C -0.47 0.42 0.24
C -0.78 1.00 2.32
C 0.53 -0.21 1.07
C 1.06 -1.72 -1.75
C 1.55 -0.90 0.61
O 0.26 0.25 2.36
Br 2.64 -1.69 1.91
H -2.07 1.69 0.72
H -0.51 0.03 -0.75
H -1.03 1.50 3.27
H 0.19 -2.23 -1.43
H 1.83 -2.36 -2.14



A single C6H5BrO3S molecule. Source: the Open Molecules 2025 dataset; level of theory: the ωB97M-V functional and the def2-TZVPD basis.

HOMO-LUMO gap, hartree: 0.3302
LUMO, eV: 0.397
Structure (SMILES): O=C(O)[C@H](O)c1ccc(Br)s1
ΔE to the lowest compared entry with this formula, charge and spin, kcal/mol: 0.0

Cartesian coordinates (Å):
O 3.45 -0.95 0.05
C 2.31 -1.25 0.22
O 1.75 -2.38 0.74
C 1.10 -0.19 -0.24
O 1.79 1.07 -0.54
C -0.43 0.21 0.14
C -0.96 1.43 -0.24
C -2.37 1.44 -0.06
C -2.86 0.22 0.31
Br -4.68 -0.33 0.50
S -1.56 -0.93 0.72
H 2.45 -2.91 1.12
H 0.76 -0.85 -1.20
H 2.70 1.06 -0.53
H -0.37 2.16 -0.68
H -3.08 2.21 -0.33



A single C6H5Cl2FN4 molecule. Source: the Open Molecules 2025 dataset; level of theory: the ωB97M-V functional and the def2-TZVPD basis.

HOMO-LUMO gap, hartree: 0.3593
LUMO, eV: -0.187
Structure (SMILES): C=CCN(F)c1nc(Cl)nc(Cl)n1
ΔE to the lowest compared entry with this formula, charge and spin, kcal/mol: 0.0

Cartesian coordinates (Å):
C 3.19 1.77 0.97
C 2.27 1.28 0.16
C 1.11 0.43 0.62
N 0.73 -0.50 -0.41
F 1.37 -1.72 -0.28
C -0.85 -0.75 -0.50
N -1.61 0.25 -0.10
C -2.90 0.02 -0.24
Cl -3.96 1.22 0.27
N -3.43 -1.09 -0.73
C -2.55 -2.01 -1.11
Cl -3.17 -3.44 -1.74
N -1.24 -1.89 -1.02
H 3.98 2.40 0.62
H 3.17 1.57 2.03
H 2.28 1.49 -0.90
H 0.24 1.08 0.78
H 1.35 -0.08 1.56



A single C6H5Cl2NO2S2 molecule. Source: the Open Molecules 2025 dataset; level of theory: the ωB97M-V functional and the def2-TZVPD basis.

HOMO-LUMO gap, hartree: 0.3211
LUMO, eV: -0.328
ΔE to the lowest compared entry with this formula, charge and spin, kcal/mol: 6.8

Cartesian coordinates (Å):
C -1.13 -0.34 -0.22
C -0.21 -0.83 -1.15
C -0.65 0.33 0.94
C 1.11 -0.62 -1.06
C 0.69 0.50 1.05
C 1.68 0.05 0.10
N 3.03 0.15 0.30
O 5.12 -1.41 -0.18
O 5.19 1.11 1.15
S 3.77 -1.32 -0.52
S 3.89 1.55 0.76
Cl 2.84 -2.74 0.58
Cl 4.01 2.45 -1.13
H -2.27 -0.37 -0.37
H -0.64 -1.39 -2.07
H -1.35 0.79 1.68
H 1.91 -1.08 -1.71
H 1.27 0.84 1.99



A single C6H5ClN2 molecule. Source: the Open Molecules 2025 dataset; level of theory: the ωB97M-V functional and the def2-TZVPD basis.

HOMO-LUMO gap, hartree: 0.4216
LUMO, eV: 0.443
Structure (SMILES): N#C[C@@H]1CC[C@@]1(Cl)C#N
ΔE to the lowest compared entry with this formula, charge and spin, kcal/mol: 34.7

Cartesian coordinates (Å):
N 1.29 -3.01 0.19
C 0.77 -2.02 0.42
C -0.01 -0.82 0.67
C -1.33 -0.55 -0.09
C -0.72 0.81 -0.74
C 0.71 0.61 -0.11
Cl 2.03 0.18 -1.23
C 1.17 1.79 0.62
N 1.64 2.74 1.06
H 0.08 -0.63 1.72
H -2.26 -0.38 0.52
H -1.53 -1.42 -0.77
H -0.69 0.99 -1.85
H -1.13 1.71 -0.40



- What is the formula in the fifth record?
  C6H5BrO3S



Repeat the first record exactly.
A single C6H5BrF2O molecule. Source: the Open Molecules 2025 dataset; level of theory: the ωB97M-V functional and the def2-TZVPD basis.

HOMO-LUMO gap, hartree: 0.3154
LUMO, eV: 0.404
Structure (SMILES): O/C=C/C=C\C(F)=C(\F)Br
ΔE to the lowest compared entry with this formula, charge and spin, kcal/mol: 25.6

Cartesian coordinates (Å):
O -0.36 -1.70 1.84
C -0.75 -0.72 0.99
C -1.08 -0.94 -0.33
C -1.13 0.29 -1.27
C -0.20 1.24 -1.23
C 0.72 1.35 -0.09
F 0.74 2.46 0.62
C 1.60 0.40 0.34
F 2.52 0.75 1.34
Br 2.11 -1.30 -0.20
H 0.03 -2.43 1.35
H -0.98 0.19 1.58
H -1.12 -1.80 -0.87
H -1.73 0.12 -2.17
H -0.36 2.09 -1.89